Record 1
A 2-piece molecular cluster, C4H7N5O overall in a non-equilibrium geometry, computed with ωB97M-V/def2-TZVPD.

XYZ file:
```
17
C4H7N5O (ωB97M-V/def2-TZVPD)
O -0.72374 -0.57226 -2.30456
N 0.40430 0.73696 2.98037
N -0.28405 1.25922 -0.87908
N 1.08381 -0.30843 3.10775
N 0.52033 -1.21111 2.18396
N -0.59116 0.54978 2.07513
C -1.24353 0.69192 -1.82389
C 0.60857 -0.64063 -1.82408
C 0.72041 0.50676 -0.84835
C -0.45709 -0.66178 1.49365
H 0.82172 -1.73310 -1.32884
H -2.18304 0.40501 -1.28604
H -1.23893 1.58912 -2.63406
H 1.58409 0.82719 -0.30327
H 1.35023 -0.62051 -2.59494
H -1.14768 1.33551 1.69873
H 0.77576 -2.15364 2.28753
```

## Properties
Relative energy (zero: lowest compared OMol25 entry of this formula, charge and spin)   4.032 eV
Spin multiplicity   1
Net charge   0
Energy   -13755.3249 eV
Orbital gap   10.313 eV
LUMO   0.90 eV

Atom charges from the natural (NBO) analysis, given in e for atoms 1 to 6: -0.527, -0.035, -0.421, -0.054, -0.449, -0.431

=====

Record 2
C8H20FN3O as an isolated structure in a non-equilibrium geometry, computed with ωB97M-V/def2-TZVPD.

XYZ file:
```
33
C8H20FN3O (ωB97M-V/def2-TZVPD)
F 2.40026 -2.62844 1.08662
O 3.31198 -1.86117 0.35920
N -3.32969 -0.74556 -0.12373
N 3.48130 0.71556 0.34077
N 1.31405 -0.38712 0.55462
C -1.08091 0.14755 0.84872
C 4.98839 0.23735 -1.54826
C -3.83052 0.61373 -0.45506
C 2.57419 -0.20448 0.31899
C -1.81494 -0.89271 -0.20021
C -3.91595 -1.69249 -1.03796
C 4.91903 0.40827 -0.06387
C 0.20812 0.66304 0.41250
H 3.35743 1.68760 0.52085
H 5.37888 1.27056 0.18231
H -1.70467 -1.94591 0.02980
H 6.02018 0.15744 -1.95561
H -0.99792 -0.37562 1.83239
H 0.22956 0.93620 -0.69231
H 4.43956 -0.64651 -2.01991
H -3.64143 -1.01547 0.80822
H -1.67021 -0.66626 -1.33672
H -4.95974 -2.06072 -0.82043
H -3.97703 -1.43882 -2.17676
H 0.53664 1.43042 1.06716
H -1.70827 1.11090 1.07763
H -3.92615 0.63056 -1.63113
H -4.76550 0.81999 0.11057
H 4.50467 1.08822 -1.93570
H -3.11297 1.48848 -0.20821
H 5.21730 -0.45711 0.52140
H 1.15277 -1.35565 0.47256
H -3.45831 -2.71230 -1.05207
```

## Properties
Relative energy (zero: lowest compared OMol25 entry of this formula, charge and spin)   0.000 eV
Spin multiplicity   1
Net charge   +2
Energy   -17832.9294 eV
Orbital gap   10.691 eV
LUMO   -7.05 eV

Atom charges from the natural (NBO) analysis, given in e for atoms 1 to 6: -0.118, -0.119, -0.363, -0.559, -0.573, -0.460

=====

Record 3
The molecule HN2O3P in a non-equilibrium geometry, computed with ωB97M-V/def2-TZVPD.

XYZ file:
```
7
HN2O3P (ωB97M-V/def2-TZVPD)
P -0.40348 -0.23301 -1.00639
O 0.41912 2.18822 -0.00616
O 1.07851 -2.13677 -0.12135
O -0.53992 0.74401 1.33245
N -0.15655 1.20385 0.29555
N 0.86951 -0.94810 -0.30807
H -1.26720 -0.81820 -0.18603
```

## Properties
Relative energy (zero: lowest compared OMol25 entry of this formula, charge and spin)   1.857 eV
Spin multiplicity   1
Net charge   0
Energy   -18420.6777 eV
Orbital gap (spin up / spin down)   8.120 / 8.242 eV
LUMO (spin up / spin down)   -1.29 / -1.43 eV

Atom charges from the natural (NBO) analysis, given in e for atoms 1 to 6: 0.807, -0.322, -0.233, -0.372, 0.393, -0.230

=====

Record 4
C37H32ClFeO2P2 as an isolated structure in a non-equilibrium geometry, computed with ωB97M-V/def2-TZVPD.

XYZ file:
```
75
C37H32ClFeO2P2 (ωB97M-V/def2-TZVPD)
Fe -0.17333 0.02741 -0.23079
Cl -0.21628 0.77512 -2.27105
P 2.93716 1.92177 0.17751
P -2.03579 -1.13971 0.06086
O 1.46208 2.03323 0.49537
O 0.57670 -0.64650 2.56255
C -4.15850 -1.64428 3.57010
C 3.12529 4.53064 1.14228
C -5.47086 0.30290 -1.72883
C -1.33811 -2.81514 -2.07110
C 5.04562 0.32192 3.31434
C 3.67488 3.17141 -2.21463
C 3.75186 0.71178 1.27325
C 5.09572 -1.04788 3.02552
C 3.14010 0.83636 -2.44281
C 3.83771 5.69627 1.44511
C -2.62449 -1.71273 1.69267
C -3.08005 -3.68839 -0.62516
C -1.41759 -3.96885 -2.85579
C 5.93045 4.61792 0.83543
C -3.38815 -0.05355 -0.54216
C 4.43566 -1.53267 1.89160
C 3.83440 3.42183 0.67811
C 4.33830 1.17579 2.46588
C 0.38867 -0.56824 1.40795
C -1.88405 -2.70958 2.34337
C 3.85672 2.12184 -4.38219
C -3.76757 -1.18104 2.31029
C 4.00426 3.25052 -3.56841
C -2.33052 -4.97753 -2.53388
C -3.16157 -4.83624 -1.41903
C -5.43667 1.65782 -1.38275
C 3.39806 0.92727 -3.81394
C 3.77216 -0.66606 1.01404
C -3.41860 -2.63842 4.21561
C -4.37158 2.16160 -0.62691
C 5.23124 3.45107 0.52827
C 3.27934 1.96066 -1.61528
C 5.22764 5.74133 1.28960
C -2.28111 -3.17229 3.59955
C -4.44131 -0.55227 -1.32262
C -2.16389 -2.66984 -0.94634
C -3.35005 1.30884 -0.20292
H 2.82079 -0.10452 -2.00798
H 4.13566 2.16689 -5.43875
H -3.87778 -5.61563 -1.15778
H 3.28385 -1.04838 0.12336
H -3.73077 -3.59268 0.24541
H -1.00384 -3.13604 1.85916
H -0.64428 -2.01235 -2.33551
H 5.77544 2.57738 0.17607
H 5.57364 0.73170 4.17854
H -6.29995 -0.09588 -2.31482
H -0.76410 -4.07484 -3.72274
H -6.23925 2.32585 -1.69821
H 7.01358 4.64523 0.71925
H -2.38938 -5.87343 -3.15025
H -3.72285 -2.99562 5.19954
H -4.33750 3.21906 -0.36031
H 0.44289 -1.10207 -4.77519
H 5.78121 6.65598 1.52219
H 2.04340 4.48816 1.26563
H 3.79519 4.07112 -1.60947
H 4.29826 2.23591 2.72753
H 5.66656 -1.71937 3.67120
H 4.46066 -2.59834 1.66457
H -5.04931 -1.22613 4.03996
H 0.01742 -0.48753 -4.68605
H 4.40169 4.18358 -3.97607
H -4.35774 -0.41541 1.80685
H -1.69769 -3.95035 4.09168
H 3.29885 6.57230 1.80525
H 3.26642 0.04248 -4.43498
H -2.51136 1.70040 0.37945
H -4.46561 -1.60212 -1.61167
```

## Properties
Spin multiplicity   6
Net charge   +2
Energy   -108453.3302 eV
Orbital gap (spin up / spin down)   6.029 / 3.534 eV
LUMO (spin up / spin down)   -7.57 / -10.06 eV

Atom charges from the Löwdin analysis, given in e for atoms 1 to 6: 0.527, 0.281, 0.833, 1.007, -0.368, 0.219